The following is a DFT calculation (ωB97M-V/def2-TZVPD) of a cluster of 2 separate species, CH3Cl2FSi in total.

Structure (XYZ):
```
8
Properties=species:S:1:pos:R:3:forces:R:3
C -0.619 1.297 -1.334 1.14 -0.76 1.68
F -0.110 2.441 -0.814 -0.37 -0.43 -0.48
Si 0.180 -1.048 0.983 0.80 1.42 1.97
Cl 2.191 -0.620 0.903 0.41 0.15 -0.64
Cl -0.178 -2.753 0.032 -0.32 -1.17 -0.45
H -1.716 1.317 -1.380 0.45 -0.15 -0.08
H -0.013 0.397 -0.915 -1.17 1.36 -1.22
H 0.266 -1.032 2.524 -0.94 -0.42 -0.78
```
Forces are in eV/Å.

Relative energy (zero: lowest compared OMol25 entry of this formula, charge and spin), kcal/mol: 160.34
Total charge: 0
HOMO (spin up / spin down), eV: -9.2 / -8.6
Gap between HOMO and LUMO (spin up / spin down), eV: 7.6 / 8.4
Spin multiplicity: 1

These are the Mulliken partial charges, in e, on atoms 1 to 2:
1 C -0.121
2 F -0.191